No. 1
ORCA calculation (ωB97M-V with the def2-TZVPD basis set) on C33H40Br54ClN2O3PS as an isolated structure in a non-equilibrium geometry.

Last column: Mulliken charge in e.
Positions of all 135 atoms, in Å:
C1 5.2709 1.2063 1.6066  -0.134
O1 4.5646 0.3060 0.7719  -0.281
C2 3.8497 1.0010 -0.2338  -0.137
C3 2.8092 0.1276 -0.9730  -0.568
C4 2.1839 -1.0228 -0.1413  -0.394
C5 0.6173 -0.9369 -0.0156  0.756
C6 0.2056 -1.8922 1.1331  -0.551
C7 -1.3143 -2.1906 1.2223  0.519
C8 -2.2508 -0.9728 1.0462  -0.639
C9 -2.3445 -0.0016 2.2883  -1.149
C10 -1.9894 1.4181 1.8062  -0.637
C11 -0.7186 2.0556 2.0861  0.964
P1 0.4691 1.0739 3.1237  0.394
O2 1.9736 1.4337 2.5592  -0.286
Cl1 0.3491 1.8884 5.0611  -0.351
C12 -0.3966 3.3064 1.6329  -1.467
C13 -1.3922 3.9681 0.8447  -0.383
N1 -1.2938 5.1870 0.2548  -0.524
S1 -2.6828 5.4259 -0.5075  0.176
N2 -3.5343 4.0745 -0.1733  -0.868
C14 -2.6702 3.3664 0.5786  1.294
C15 -2.9661 2.0605 1.0871  0.045
O3 -4.1820 1.4577 0.8581  -0.533
H1 4.7154 1.4656 2.5267  0.195
H2 6.2142 0.7379 1.9270  -0.267
H3 5.4955 2.1565 1.0859  0.286
H4 4.5980 1.3512 -0.9804  0.438
H5 3.3597 1.9089 0.1622  0.037
H6 2.0254 0.8127 -1.3465  0.075
H7 3.2773 -0.2916 -1.8800  0.296
H8 2.3678 -1.9550 -0.7047  -0.372
H9 2.6328 -1.1711 0.8498  0.680
H10 0.3391 0.1146 0.1701  -0.244
H11 0.2372 -1.2939 -0.9916  -0.170
H12 0.6436 -1.5309 2.0730  0.118
H13 0.6988 -2.8610 0.9183  0.474
H14 -1.5032 -2.6269 2.2205  -0.342
H15 -1.6324 -2.9517 0.4798  -0.264
H16 -3.2726 -1.3675 0.8985  0.276
H17 -2.0273 -0.3865 0.1409  0.379
H18 -3.3883 0.0624 2.6316  0.382
H19 -1.7274 -0.3256 3.1355  0.600
H20 1.9891 2.3388 2.2002  0.287
H21 0.5603 3.7916 1.8208  1.282
H22 -4.7690 1.7013 1.5897  0.339
C16 -0.3359 -5.5249 4.0314  0.146
Br1 0.2407 -3.7068 4.3157  -0.041
Br2 -1.4361 -5.7266 2.4616  0.157
Br3 1.1565 -6.7463 4.0159  -0.048
H23 -0.9562 -5.7923 4.8778  -0.195
C17 -3.4703 -4.1378 -2.5718  -0.396
Br4 -3.0095 -5.1793 -4.1278  -0.022
Br5 -3.8137 -5.2484 -1.0340  -0.077
Br6 -2.1416 -2.8055 -2.1680  0.019
H24 -4.3879 -3.6133 -2.8034  0.397
C18 -2.3656 -9.4803 -3.5302  -0.362
Br7 -4.2524 -9.5721 -3.9206  -0.020
Br8 -1.3497 -8.8647 -5.0508  -0.056
Br9 -2.0149 -8.4178 -1.9630  0.116
H25 -2.0359 -10.4878 -3.3141  0.348
C19 -3.4365 2.6099 -3.8979  -0.358
Br10 -4.8787 2.2532 -5.1267  -0.007
Br11 -2.5138 0.9951 -3.3869  0.074
Br12 -2.2194 3.9417 -4.5847  0.133
H26 -3.8789 3.0200 -2.9979  0.181
C20 2.2266 4.3692 -2.1587  -0.282
Br13 1.2145 3.6388 -0.6929  0.412
Br14 1.0945 5.4650 -3.2608  0.064
Br15 3.8149 5.2872 -1.5694  0.042
H27 2.5522 3.5321 -2.7664  0.084
C21 2.8930 -4.6079 -3.2297  -0.406
Br16 4.2313 -3.2217 -3.1206  -0.038
Br17 3.5268 -6.2745 -2.4953  -0.031
Br18 1.2325 -4.0577 -2.4210  0.141
H28 2.6949 -4.7776 -4.2795  0.360
C22 -1.2176 6.3718 -7.5295  -0.172
Br19 -3.0900 6.2731 -7.9752  0.002
Br20 -0.1471 6.9049 -9.0418  -0.036
Br21 -0.9070 7.5071 -6.0002  -0.016
H29 -0.9030 5.3731 -7.2533  0.177
C23 -8.9671 1.9271 -4.3357  -0.301
Br22 -8.5940 0.9577 -5.9598  -0.020
Br23 -10.8415 2.3523 -4.1737  -0.013
Br24 -8.3060 0.9995 -2.7809  0.032
H30 -8.4324 2.8661 -4.3962  0.316
C24 8.0854 6.2672 -1.1729  -0.411
Br25 7.9604 6.5848 -3.0712  -0.008
Br26 6.9598 7.4706 -0.1717  0.047
Br27 7.7389 4.4217 -0.7320  0.030
H31 9.1069 6.4753 -0.8821  0.346
C25 -14.5041 1.6919 -2.6216  -0.100
Br28 -13.8245 -0.0938 -2.3717  0.009
Br29 -15.5664 1.8344 -4.2247  -0.003
Br30 -15.4629 2.3157 -1.0695  -0.015
H32 -13.6485 2.3423 -2.7485  0.076
C26 -6.0470 7.8755 1.2783  -0.352
Br31 -7.5250 7.3969 2.4247  -0.039
Br32 -4.9272 6.3493 0.8681  0.163
Br33 -6.6433 8.7647 -0.3248  -0.030
H33 -5.4370 8.5820 1.8258  0.347
C27 3.6049 3.3506 -6.0470  -0.364
Br34 4.2018 4.9999 -5.2564  -0.004
Br35 4.8357 1.9084 -5.6951  -0.019
Br36 1.8021 2.8840 -5.5220  -0.002
H34 3.5902 3.5028 -7.1181  0.371
C28 9.4084 -1.0360 2.5625  -0.070
Br37 8.5143 -0.9555 0.8561  -0.022
Br38 11.2611 -0.5247 2.4252  -0.009
Br39 8.4827 -0.0087 3.9074  -0.034
H35 9.3888 -2.0695 2.8837  0.098
C29 9.0349 10.5129 2.0212  -0.342
Br40 7.5523 10.1606 3.2026  -0.006
Br41 10.0814 8.9258 1.7011  -0.017
Br42 8.4578 11.3307 0.3732  -0.004
H36 9.6795 11.2235 2.5209  0.341
C30 -4.4807 -7.6618 4.7184  -0.378
Br43 -4.4356 -8.2007 2.8688  0.037
Br44 -2.7448 -7.8022 5.5506  -0.042
Br45 -5.2315 -5.8979 4.9270  -0.007
H37 -5.1352 -8.3492 5.2375  0.387
C31 -2.4268 -12.1137 1.5119  -0.358
Br46 -3.4565 -12.3634 3.1252  -0.020
Br47 -3.5113 -11.4466 0.0605  -0.014
Br48 -0.8802 -11.0036 1.8153  -0.009
H38 -2.0662 -13.0890 1.2138  0.368
C32 12.3255 -3.8417 4.9650  -0.329
Br49 13.9294 -3.5897 3.9256  0.003
Br50 11.8368 -2.2428 5.9220  0.002
Br51 10.8677 -4.4980 3.8824  -0.016
H39 12.5404 -4.6028 5.7031  0.339
C33 -3.0601 -3.1524 7.2875  -0.378
Br52 -2.9572 -2.7957 5.3990  0.054
Br53 -4.8437 -2.8971 7.9755  -0.030
Br54 -2.3796 -4.9165 7.6707  -0.018
H40 -2.4195 -2.4410 7.7915  0.390

Output
* E: -141812.9594 a.u.
* spin multiplicity: 1
* relative energy (zero: lowest compared OMol25 entry of this formula, charge and spin): 0.000 eV



No. 2
ORCA calculation (ωB97M-V with the def2-TZVPD basis set) on C33H40CeN6O7 as an isolated structure in a non-equilibrium geometry.

Last column: Mulliken charge in e.
Positions of all 87 atoms, in Å:
Ce1 0.2702 0.0377 -0.1840  0.263
C1 -2.4772 1.3267 1.0695  -1.565
N1 -1.6105 2.3925 0.5762  1.703
C2 -2.3999 3.3714 -0.1754  -1.395
C3 -1.7938 3.7532 -1.5262  -0.605
C4 -1.5227 2.5341 -2.4245  -1.217
N2 -0.1724 2.0279 -2.2603  0.725
C5 0.6379 2.3528 -3.2026  -0.230
C6 2.0120 1.9971 -3.3575  0.765
C7 2.7405 2.5842 -4.4024  -0.892
C8 4.0292 2.2148 -4.6907  -0.754
C9 4.6371 1.2173 -3.9201  -0.534
C10 3.9711 0.6390 -2.8772  -0.993
C11 2.6396 1.0150 -2.5178  -0.277
O1 2.0475 0.4725 -1.5346  0.500
C12 -0.9295 3.0080 1.7134  -1.034
C13 0.1286 4.0485 1.3378  -1.142
C14 1.2208 3.4729 0.4146  -0.422
N3 1.5077 2.1367 0.8521  0.788
C15 2.6045 1.9167 1.4757  -0.800
C16 2.8496 0.7305 2.2327  1.005
C17 4.1198 0.4560 2.7546  -0.782
C18 4.3590 -0.6579 3.5214  -0.843
C19 3.3075 -1.5353 3.7942  -0.702
C20 2.0477 -1.2847 3.3279  -1.014
C21 1.7538 -0.1561 2.5155  0.815
O2 0.5507 0.0918 2.1396  -0.257
H1 -3.2472 1.7186 1.7623  0.570
H2 -1.8590 0.5927 1.5855  0.201
H3 -2.9667 0.8364 0.2281  0.253
H4 -2.5485 4.2813 0.4289  0.440
H5 -3.3938 2.9610 -0.3847  0.494
H6 -0.8662 4.3107 -1.3920  0.204
H7 -2.5122 4.4080 -2.0278  0.506
H8 -1.6959 2.8391 -3.4741  0.671
H9 -2.2135 1.7250 -2.1760  0.112
H10 0.2568 2.9764 -4.0354  0.050
H11 2.2590 3.3504 -4.9989  0.360
H12 4.5678 2.6791 -5.5050  0.373
H13 5.6385 0.8910 -4.1738  0.425
H14 4.4313 -0.1331 -2.2784  0.470
H15 -0.4223 2.2050 2.2586  0.181
H16 -1.6695 3.4862 2.3908  0.446
H17 0.5948 4.3601 2.2760  0.517
H18 -0.3250 4.9278 0.8748  0.395
H19 2.1112 4.1288 0.4534  0.598
H20 0.8598 3.4239 -0.6135  -0.384
H21 3.3873 2.6968 1.4995  0.155
H22 4.9347 1.1327 2.5243  0.375
H23 5.3506 -0.8678 3.8985  0.362
H24 3.4978 -2.4256 4.3787  0.402
H25 1.2453 -1.9806 3.5188  0.337
O3 -2.7521 -0.9414 -3.3937  -0.849
C22 -1.8953 -0.9826 -2.5123  -0.030
O4 -1.8798 -0.3198 -1.4350  -0.164
C23 -0.7243 -1.9743 -2.6678  0.502
C24 -0.6517 -2.9088 -3.6933  -0.880
C25 0.4043 -3.8063 -3.7015  -0.463
C26 1.3385 -3.7454 -2.6828  -0.805
C27 1.2082 -2.7641 -1.7058  0.370
N4 0.1956 -1.9048 -1.7098  1.213
C28 2.1731 -2.6481 -0.4893  0.090
O5 3.0761 -3.4793 -0.4227  -0.838
O6 1.8754 -1.7326 0.3141  -0.120
H26 -1.4166 -2.9120 -4.4528  0.570
H27 0.4837 -4.5567 -4.4780  0.440
H28 2.1699 -4.4275 -2.6167  0.563
C29 -1.6784 -1.0677 3.7722  -0.535
N5 -2.5007 -2.0102 3.0449  0.334
C30 -3.8097 -2.2294 3.6118  -1.289
C31 -2.1933 -2.3150 1.7413  0.102
O7 -1.3781 -1.6843 1.0822  -0.076
N6 -2.9056 -3.3759 1.2142  0.181
C32 -3.0850 -4.6083 1.9486  -1.237
C33 -2.9259 -3.5209 -0.2260  -0.850
H29 -1.4943 -1.4452 4.7812  0.436
H30 -2.1717 -0.0943 3.8524  0.327
H31 -0.7331 -0.9287 3.2397  -0.490
H32 -4.2049 -1.2810 3.9910  0.387
H33 -3.7720 -2.9342 4.4491  0.296
H34 -4.4901 -2.6057 2.8546  0.407
H35 -2.6269 -4.5353 2.9323  0.361
H36 -2.6075 -5.4350 1.4144  0.396
H37 -4.1471 -4.8524 2.0597  0.291
H38 -2.8686 -2.5347 -0.6784  -0.024
H39 -3.8655 -3.9976 -0.5104  0.418
H40 -2.0947 -4.1270 -0.5994  0.347

Output
* E: -2612.1622 a.u.
* net charge: -1
* spin multiplicity: 2
* relative energy (zero: lowest compared OMol25 entry of this formula, charge and spin): 0.000 eV



No. 3
ORCA calculation (ωB97M-V with the def2-TZVPD basis set) on C33H40Cl2IrN8O2PS as an isolated structure.

Last column: Mulliken charge in e.
Positions of all 88 atoms, in Å:
Ir1 -0.3256 -0.8086 1.6317  1.483
Cl1 -2.3309 3.3165 6.7930  -0.247
C1 -2.0003 1.8955 5.8437  0.035
C2 -1.5548 2.0503 4.5466  -0.791
C3 -1.3020 0.9251 3.7601  0.086
N1 -0.8769 0.9675 2.4471  -0.142
C4 0.0413 2.0687 2.1726  -0.619
O1 -0.3651 3.2213 1.9819  -0.792
C5 1.3903 1.6311 2.2114  1.444
C6 2.5105 2.4991 2.1891  -0.998
C7 3.7572 1.9970 2.4225  -0.554
C8 3.9243 0.6022 2.6573  -1.050
C9 2.8141 -0.2063 2.5569  -0.134
N2 1.5955 0.2697 2.3173  -0.192
C10 -1.4472 -0.3610 4.3132  0.333
C11 -1.9005 -0.5026 5.6250  -1.046
C12 -2.1825 0.6223 6.3775  0.145
Cl2 -2.7397 0.4082 8.0134  -0.245
N3 -1.1076 -1.3884 3.4364  0.820
C13 -1.5218 -2.6739 3.7309  0.029
O2 -1.3674 -3.2329 4.7997  -0.670
C14 -2.3738 -3.3575 2.6690  0.471
C15 -2.8212 -4.6509 2.9074  -0.708
C16 -3.7389 -5.2004 2.0280  -0.361
C17 -4.1874 -4.4330 0.9644  -0.791
C18 -3.6732 -3.1529 0.8109  -0.490
N4 -2.7722 -2.6295 1.6322  -0.004
H1 -1.4233 3.0338 4.1180  0.662
H2 2.3320 3.5559 2.0355  0.456
H3 4.6149 2.6589 2.4394  0.388
H4 4.8940 0.1681 2.8563  0.446
H5 2.8836 -1.2861 2.6469  0.441
H6 -1.9957 -1.4811 6.0681  0.611
H7 -2.4592 -5.1808 3.7761  0.492
H8 -4.1122 -6.2056 2.1804  0.399
H9 -4.9205 -4.8110 0.2634  0.402
H10 -3.9956 -2.5266 -0.0086  0.821
S1 0.5561 -2.7951 1.3343  -0.512
N5 -0.1883 -0.0295 -0.1203  -0.484
P1 0.2134 0.1505 -1.5956  -1.939
N6 -0.6285 -0.6620 -2.7979  0.612
C19 -0.2998 -2.0593 -3.0784  -0.985
C20 -1.1693 -3.0447 -2.3054  0.051
C21 -2.6405 -2.7590 -2.5804  -1.058
C22 -2.9534 -1.3118 -2.2168  -0.198
C23 -2.0456 -0.3616 -2.9900  -1.241
N7 1.7920 -0.2850 -1.9109  1.559
C24 2.3903 -0.0401 -3.2100  -0.903
C25 3.5718 0.9187 -3.1093  -0.409
C26 4.5946 0.3856 -2.1117  -1.342
C27 3.9286 0.1158 -0.7665  -0.037
C28 2.7260 -0.8061 -0.9246  -0.051
N8 -0.0084 1.7253 -2.1049  0.800
C29 -0.3008 2.1585 -3.4710  -0.777
C30 0.5398 3.3715 -3.8487  -0.649
C31 0.1903 4.5675 -2.9519  -0.680
C32 -0.1734 4.0995 -1.5323  -1.172
C33 0.4901 2.7759 -1.2051  1.016
H11 0.7543 -2.2210 -2.8539  0.414
H12 -0.4369 -2.2234 -4.1568  0.381
H13 -0.9559 -2.9449 -1.2365  -0.190
H14 -0.9047 -4.0654 -2.5960  0.402
H15 -3.2818 -3.4552 -2.0372  0.395
H16 -2.8496 -2.9138 -3.6475  0.452
H17 -2.7714 -1.1419 -1.1514  0.198
H18 -3.9993 -1.0648 -2.4224  0.340
H19 -2.2359 0.6622 -2.6768  0.481
H20 -2.2686 -0.4250 -4.0647  0.261
H21 1.6359 0.3447 -3.8946  0.366
H22 2.7385 -0.9968 -3.6322  0.532
H23 3.2025 1.8914 -2.7675  0.090
H24 4.0182 1.0624 -4.0978  0.353
H25 5.4286 1.0829 -2.0011  0.451
H26 5.0145 -0.5508 -2.5011  0.429
H27 3.5877 1.0552 -0.3175  -0.123
H28 4.6338 -0.3262 -0.0614  0.480
H29 2.2060 -0.9241 0.0204  -0.631
H30 3.0626 -1.8061 -1.2413  0.278
H31 -1.3619 2.4322 -3.5698  0.392
H32 -0.1374 1.3379 -4.1676  0.719
H33 0.3790 3.6145 -4.9019  0.464
H34 1.5966 3.1113 -3.7438  0.004
H35 -0.6483 5.1182 -3.3868  0.327
H36 1.0334 5.2620 -2.9222  0.359
H37 -1.2544 3.9670 -1.4350  0.394
H38 0.1111 4.8351 -0.7800  0.397
H39 0.2719 2.4898 -0.1838  -1.211
H40 1.5840 2.8760 -1.2891  0.064

Output
* E: -3634.3762 a.u.
* net charge: -1
* spin multiplicity: 6
* relative energy (zero: lowest compared OMol25 entry of this formula, charge and spin): 0.000 eV



- What is the relative energy (zero: lowest compared OMol25 entry of this formula, charge and spin) in the second record?
  0.000 eV